Entry 1:
Entry from OMol25: C22H38BCeN6O2PS2 as an isolated structure in a non-equilibrium geometry (ωB97M-V/def2-TZVPD).

Computed properties:
net charge: +1
ΔE to the lowest compared entry with this formula, charge and spin: 21.2 kJ/mol
strongest force on any atom: 2.891 eV/Å
multiplicity: 2
E: -81033.5423 eV

Last column: Löwdin spin population.
Geometry (Å):
Ce: -0.31980 -0.57000 0.44060  1.012
C: 3.75540 -0.53280 -3.12070  0.000
C: 2.98550 -1.32560 -2.05640  0.000
C: 1.52460 -1.48740 -2.47430  0.000
C: 3.10540 -0.62070 -0.73620  0.001
C: 4.29850 -0.33330 -0.06230  0.000
C: 3.91650 0.45210 0.99890  0.001
N: 2.58390 0.60770 0.96170  0.000
N: 2.07650 -0.06400 -0.09290  -0.003
B: 1.82030 1.63990 1.81780  0.000
N: 1.07190 0.95580 2.98390  0.000
C: 1.31100 1.18040 4.28430  0.000
C: 0.41930 0.44010 5.02550  0.000
C: -0.36410 -0.22770 4.07750  0.000
N: 0.04760 0.09200 2.84660  -0.003
C: -1.52450 -1.13730 4.36340  0.000
C: -1.79350 -2.08540 3.19860  0.000
C: -2.78140 -0.30050 4.63770  0.000
N: 0.82100 2.41590 0.94540  0.000
C: 0.70130 3.75200 0.92180  0.000
C: -0.29080 4.09240 0.03190  0.000
C: -0.74190 2.86800 -0.47370  0.000
N: -0.06630 1.86620 0.09110  -0.002
C: -1.82920 2.63000 -1.47250  0.000
C: -3.18340 2.85000 -0.79090  0.000
C: -1.68430 3.56480 -2.67270  0.000
H: 3.75400 -1.07140 -4.06620  0.000
H: 3.28630 0.43680 -3.27180  0.000
H: 4.78610 -0.37440 -2.81470  0.000
H: 3.44400 -2.31760 -1.96120  0.000
H: 0.99030 -0.52790 -2.34390  0.000
H: 1.46430 -1.78490 -3.52230  0.000
H: 1.06000 -2.27350 -1.87040  0.000
H: 5.28850 -0.64780 -0.32180  0.000
H: 4.50650 0.90810 1.76690  0.000
H: 2.60190 2.39700 2.28400  0.000
H: 2.09170 1.84590 4.59490  0.000
H: 0.34630 0.37970 6.09100  0.000
H: -1.27960 -1.71660 5.26470  0.000
H: -2.11930 -1.49420 2.32860  0.000
H: -0.89750 -2.66970 2.96380  0.000
H: -2.59740 -2.77520 3.45010  0.000
H: -3.05010 0.26300 3.74160  0.000
H: -3.61250 -0.94990 4.90640  0.000
H: -2.61340 0.39990 5.45290  0.000
H: 1.32560 4.37480 1.52900  0.000
H: -0.63740 5.07550 -0.21280  0.000
H: -1.76030 1.58600 -1.81040  0.000
H: -3.22920 3.85280 -0.36490  0.000
H: -3.99510 2.73470 -1.50520  0.000
H: -3.32920 2.12460 0.00930  0.000
H: -1.88690 4.59090 -2.37190  0.000
H: -0.67850 3.51560 -3.08440  0.000
H: -2.39330 3.29560 -3.45020  0.000
C: -3.82980 -5.62760 -0.44980  0.000
C: -3.38390 -4.73470 0.69570  0.000
O: -3.45850 -3.34550 0.37390  0.000
P: -2.39000 -2.57960 -0.52600  0.001
S: -2.90250 -0.66490 -0.34830  -0.004
S: -0.53530 -3.23420 -0.07520  -0.004
O: -2.79550 -3.12820 -1.98870  0.000
C: -1.96430 -3.03290 -3.13230  0.000
C: -1.84060 -1.61320 -3.65680  0.000
H: -3.90090 -6.65490 -0.09860  0.000
H: -3.12180 -5.58470 -1.27470  0.000
H: -4.80330 -5.30200 -0.81010  0.000
H: -2.35740 -4.97740 0.99550  0.000
H: -4.04800 -4.84960 1.55860  0.000
H: -2.44260 -3.67910 -3.87420  0.000
H: -0.97470 -3.43600 -2.88560  0.000
H: -2.82560 -1.16510 -3.76850  0.000
H: -1.34480 -1.63140 -4.62440  0.000
H: -1.26110 -0.99960 -2.96300  0.000

---

Entry 2:
Entry from OMol25: the molecule C2H5O2P in a non-equilibrium geometry (ωB97M-V/def2-TZVPD).

Computed properties:
ΔE to the lowest compared entry with this formula, charge and spin: 278.3 kJ/mol
strongest force on any atom: 5.759 eV/Å
E: -15535.7701 eV

Last column: Löwdin charge in e.
Geometry (Å):
C: -0.18723 0.49789 1.63572  0.061
C: -0.33180 -1.06981 -1.37599  -0.279
O: -0.03955 1.66507 -0.92462  -0.388
O: 0.77920 0.10665 0.95475  -0.117
P: 0.52437 0.30691 -0.85288  0.534
H: -0.24469 -0.06732 2.63781  0.148
H: -0.88814 1.15257 1.28468  0.073
H: -0.10291 -1.96726 -0.83757  -0.039
H: -1.39636 -0.81558 -1.42195  -0.017
H: 1.88712 0.19088 -1.09997  0.023

---

Entry 3:
Entry from OMol25: a 2-piece molecular cluster, C5H16NOS overall in a non-equilibrium geometry (ωB97M-V/def2-TZVPD).

Computed properties:
net charge: +1
ΔE to the lowest compared entry with this formula, charge and spin: 87.7 kJ/mol
strongest force on any atom: 3.218 eV/Å
E: -19810.4262 eV

Last column: Löwdin charge in e.
Geometry (Å):
C: -2.15568 1.49708 0.40156  -0.065
C: -0.79811 1.25324 1.05073  -0.301
C: -0.83068 -0.27115 1.51589  -0.238
C: 0.14443 -1.28135 0.96768  -0.461
S: -0.66892 -1.99564 -0.58204  0.805
C: 0.79786 -2.61678 -1.54170  -0.378
N: 0.27995 1.56687 0.07672  0.206
H: -2.16675 2.40382 -0.22648  0.087
H: -3.03898 1.69501 1.00521  0.099
H: -2.49424 0.75658 -0.34608  0.092
H: -0.73754 1.86781 1.94810  0.150
H: -0.67192 -0.30375 2.60706  0.122
H: -1.82437 -0.70672 1.43722  0.102
H: 1.22446 -1.18155 0.86093  0.076
H: 0.04848 -2.14341 1.64698  0.079
H: 0.89131 -3.69048 -1.61176  0.033
H: 1.71827 -2.28162 -1.06333  0.022
H: 0.82517 -2.11384 -2.50028  0.019
H: 1.17629 1.15134 0.30890  0.133
H: -0.00890 1.16155 -0.82171  0.150
H: 0.33842 2.57549 -0.07503  0.179
H: 2.50146 0.50484 -2.39080  0.070
H: 3.13295 1.19480 -1.10932  0.062
O: 2.31705 0.95788 -1.55845  -0.043

---

Entry 4:
Entry from OMol25: C5H5NO2 as an isolated structure in a non-equilibrium geometry (ωB97M-V/def2-TZVPD).

Computed properties:
ΔE to the lowest compared entry with this formula, charge and spin: 460.2 kJ/mol
strongest force on any atom: 4.285 eV/Å
E: -10846.5452 eV

Last column: Löwdin charge in e.
Geometry (Å):
C: 0.70049 1.14016 0.36834  -0.229
C: 1.09059 -0.32204 0.45496  -0.163
C: 0.20725 0.56989 -0.99720  -0.144
C: -0.89564 -0.45547 -0.67596  -0.148
C: -0.31885 -0.94116 0.59822  -0.217
H: 1.98544 -0.76294 0.92537  0.163
H: 0.03819 1.15501 -1.95379  0.166
H: -1.58582 -0.75924 -1.41785  0.132
H: -1.71195 0.76726 1.02246  0.148
H: -0.25720 -2.00968 0.95706  0.162
N: -1.51543 -0.20366 0.64174  0.059
O: 0.85046 2.14812 1.07704  0.102
O: 1.41246 -0.32624 -1.00037  -0.032

---

Entry 5:
Entry from OMol25: the molecule C5H7N3 in a non-equilibrium geometry (ωB97M-V/def2-TZVPD).

Computed properties:
SMILES string: C/C=C\n1ccnn1
ΔE to the lowest compared entry with this formula, charge and spin: 238.8 kJ/mol
strongest force on any atom: 1.557 eV/Å
E: -9766.9123 eV

Last column: Löwdin charge in e.
Geometry (Å):
C: 1.39570 -0.25059 1.59271  -0.109
C: 1.74991 0.34720 0.23409  -0.120
C: 0.97002 0.60691 -0.82855  -0.069
C: -1.28168 -0.32841 -0.02485  -0.050
C: -2.44668 -0.35884 -0.74019  -0.164
H: 0.64485 0.28677 2.15141  0.064
H: 2.29264 -0.29974 2.21559  0.069
H: 0.94081 -1.25906 1.52152  0.075
H: 2.80177 0.63389 0.10039  0.098
H: 1.25672 0.98441 -1.79911  0.109
H: -1.13958 -0.73280 0.96280  0.102
H: -3.44644 -0.60122 -0.40193  0.095
N: -0.40978 0.24035 -0.92356  -0.116
N: -2.27049 0.16862 -1.96813  -0.013
N: -1.05778 0.56251 -2.09218  0.029

---

Entry 6:
Entry from OMol25: a 8-piece molecular cluster, C21H56N3O10 overall in a non-equilibrium geometry (ωB97M-V/def2-TZVPD).

Computed properties:
net charge: +1
ΔE to the lowest compared entry with this formula, charge and spin: 307.9 kJ/mol
strongest force on any atom: 18.077 eV/Å
E: -47607.6978 eV

Last column: Löwdin charge in e.
Geometry (Å):
C: -2.06521 -0.27616 -4.16334  0.094
C: -1.51266 1.20642 -3.73106  -0.357
O: -1.27763 1.85280 -4.67674  0.176
N: -1.76526 1.74343 -2.30733  0.000
H: -2.84942 1.61403 -2.06853  0.228
H: -1.16327 1.22749 -1.54751  0.128
C: -1.59618 3.16753 -2.29086  -0.049
H: -1.94409 -0.94238 -3.22598  0.120
H: -1.92170 -0.33028 -5.02522  -0.054
H: -3.13593 -0.03083 -4.19810  0.096
H: -2.41939 3.69932 -2.92943  0.144
H: -0.58693 3.17679 -2.76303  0.107
H: -1.73893 3.47999 -1.09456  0.149
C: -1.42535 -3.82885 1.93350  0.010
C: -2.53795 -2.84703 2.34444  -0.334
O: -3.60995 -3.35742 2.65112  0.150
N: -2.40838 -1.41107 1.83599  0.107
H: -1.57914 -1.00340 1.68644  0.038
H: -2.99597 -1.20540 1.01596  0.187
C: -3.09631 -0.43679 2.84091  0.059
H: -0.36456 -3.38660 1.29144  0.155
H: -1.75397 -4.71029 1.41476  0.072
H: -0.90364 -4.18371 2.86526  0.108
H: -2.77773 -1.06969 3.72447  0.122
H: -4.19693 -0.49326 2.67908  0.120
H: -2.63195 0.52751 2.79234  0.074
N: -0.04168 0.23018 0.11032  -0.426
O: 0.19282 -0.85139 0.78606  -0.071
O: 0.04582 0.02152 -1.13645  -0.038
O: -0.95807 1.00013 0.41217  -0.042
C: 4.12073 -1.23096 1.77440  -0.035
C: 3.62217 -2.53625 1.01022  -0.487
C: 4.42897 -3.79493 1.60058  -0.052
O: 2.30869 -2.66347 1.28845  -0.100
H: 5.14553 -1.03323 1.92978  0.064
H: 3.56896 -1.02977 2.61699  0.046
H: 3.93406 -0.47075 1.04150  0.052
H: 3.82254 -2.44086 -0.03406  0.114
H: 5.42665 -3.96537 1.16362  0.066
H: 3.90321 -4.68949 1.20424  0.050
H: 4.46499 -3.95392 2.79086  0.125
H: 1.70338 -1.83069 1.07535  0.104
C: 0.30437 -3.67829 -1.89565  -0.037
C: 0.04511 -5.21106 -1.43863  -0.518
C: 0.81134 -6.24404 -2.25081  -0.022
O: 0.28288 -5.21931 -0.11255  -0.029
H: -0.13268 -2.94039 -1.05103  0.084
H: -0.33282 -3.52980 -2.71616  0.021
H: 1.38377 -3.26466 -2.11386  0.111
H: -0.93764 -5.36987 -1.58398  0.091
H: 0.28786 -7.21232 -2.07581  0.098
H: 1.69250 -6.08093 -1.87361  0.001
H: 0.82855 -5.96136 -3.47843  0.165
H: 1.19092 -5.14644 -0.00935  0.059
C: 3.37693 1.41363 -4.44674  -0.087
C: 2.77901 1.07408 -3.15130  -0.485
C: 2.77845 2.31722 -2.33143  -0.076
O: 1.40125 0.68689 -3.39971  -0.059
H: 3.55819 0.55055 -5.04621  0.080
H: 4.39758 1.78908 -4.52605  0.097
H: 2.86575 2.18105 -4.90776  0.064
H: 3.46848 0.25336 -2.84395  0.160
H: 2.19054 2.17139 -1.45782  0.028
H: 2.33560 3.40219 -2.55192  0.138
H: 3.84523 2.50324 -2.05383  0.099
H: 1.33216 0.04069 -2.69722  0.040
C: 0.52183 3.14089 3.47416  -0.076
C: 1.43622 3.11468 2.28954  -0.427
C: 2.24630 1.86827 2.03918  -0.030
O: 0.56717 3.30444 1.11524  -0.071
H: 0.01886 4.04474 3.62576  0.054
H: 1.21349 2.96954 4.34544  0.099
H: -0.11914 2.18243 3.54613  0.100
H: 2.01246 4.03016 2.58772  0.156
H: 1.60393 1.03061 1.80129  0.064
H: 2.86407 1.64138 2.90916  0.106
H: 2.79826 1.83754 1.28076  -0.009
H: 0.05276 2.52981 1.05152  -0.021
C: -3.09915 4.80872 1.45376  -0.091
C: -3.73572 3.50448 1.74019  -0.459
C: -4.47450 3.63124 3.12586  -0.023
O: -4.82098 3.31182 0.77720  -0.031
H: -2.70732 4.86482 0.33799  0.091
H: -2.18915 4.97029 2.10420  0.097
H: -3.69119 5.75837 1.35670  0.101
H: -3.05185 2.67115 1.52825  0.114
H: -3.85373 3.51821 3.90059  0.017
H: -5.02241 2.69116 3.20773  0.073
H: -4.98869 4.66082 3.12136  0.131
H: -4.76523 2.44660 0.60604  -0.010